ORCA calculation (ωB97M-V/def2-TZVPD) on the molecule C3H6FN at a distorted geometry.

ORCA input file:
```
! wB97M-V def2-TZVPD RIJCOSX def2/J DEFGRID3
* xyz 0 1
C 0.822 -0.418 -0.560
C 1.011 -0.658 0.866
C -0.429 0.568 -0.611
N -1.720 0.473 -0.093
F 0.050 1.884 -0.637
H 1.700 0.207 -1.161
H 0.703 -1.330 -1.168
H 0.384 -1.408 1.427
H 1.405 0.191 1.409
H -2.070 -0.410 -0.218
H -1.856 0.901 0.747
*
```

Relative energy (zero: lowest compared OMol25 entry of this formula, charge and spin): 286.4 kJ/mol
Kohn-Sham gap (alpha / beta): 8.9 / 7.5 eV
LUMO (alpha / beta): 0.819 / 0.333 eV
Highest occupied orbital energy (alpha / beta): -0.29580 / -0.26446 Ha
DFT total energy: -7411.89335 eV